[1]
Computed, not measured: a molecular structure, C2HIN5O in a non-equilibrium geometry, with the ωB97M-V functional and the def2-TZVPD basis.

HOMO-LUMO gap (spin up / spin down): 6.241 / 6.239 eV
energy above the lowest of the compared OMol25 structures with the same formula, charge and spin: 70.0 kcal/mol
HOMO (spin up / spin down): -3.484 / -3.482 eV

Geometry as ORCA input:
```
! RIJCOSX wB97M-V def2-TZVPD def2/J DEFGRID3
* xyz -1 1
C -0.55 -0.13 -0.40
C -1.33 -1.17 -0.76
N -0.65 1.09 -0.80
N 0.93 0.14 0.70
N 0.22 1.95 -0.33
N 1.06 1.44 0.46
N 1.81 -0.45 1.55
O 2.65 0.31 2.06
I -2.96 -1.03 -2.09
H -1.17 -2.16 -0.39
*
```


[2]
Computed, not measured: 2 unconnected molecules or ions with the total composition C2HIS in a non-equilibrium geometry, with the ωB97M-V functional and the def2-TZVPD basis.

HOMO-LUMO gap (spin up / spin down): 6.919 / 9.072 eV
energy above the lowest of the compared OMol25 structures with the same formula, charge and spin: 138.2 kcal/mol
HOMO (spin up / spin down): -8.114 / -10.254 eV

Geometry as ORCA input:
```
! RIJCOSX wB97M-V def2-TZVPD def2/J DEFGRID3
* xyz 0 3
C -0.61 0.15 1.06
C 1.59 -0.29 -0.95
S -1.40 0.01 -0.38
I 2.98 -0.73 0.37
H -2.57 0.86 -0.10
*
```


[3]
Computed, not measured: a molecular structure, C2HKO4 in a non-equilibrium geometry, with the ωB97M-V functional and the def2-TZVPD basis.

HOMO-LUMO gap: 8.270 eV
energy above the lowest of the compared OMol25 structures with the same formula, charge and spin: 0.0 kcal/mol
HOMO: -8.837 eV

Geometry as ORCA input:
```
! RIJCOSX wB97M-V def2-TZVPD def2/J DEFGRID3
* xyz 0 1
O 0.52 2.19 -0.71
C 1.21 1.71 0.21
O 1.22 0.47 0.51
C -0.42 -1.37 1.36
O -0.29 -1.88 2.41
O -0.85 -1.32 0.25
K -0.13 0.14 -2.02
H 1.87 2.37 0.81
*
```


[4]
Computed, not measured: a molecular structure, C2HLaO3 in a non-equilibrium geometry, with the ωB97M-V functional and the def2-TZVPD basis.

HOMO-LUMO gap: 8.894 eV
energy above the lowest of the compared OMol25 structures with the same formula, charge and spin: 0.0 kcal/mol
HOMO: -20.167 eV

Geometry as ORCA input:
```
! RIJCOSX wB97M-V def2-TZVPD def2/J DEFGRID3
* xyz 2 1
H 0.88 -1.19 -1.86
O -1.00 -1.43 -1.13
O 0.14 1.61 2.17
O 0.57 0.10 -0.06
C 0.08 -0.79 -1.22
C 1.21 1.35 1.87
La -1.88 0.36 0.23
*
```


Computed values of total energy (unit: eV) for the preceding records, in sequence: -19684.003, -21016.603, -26606.665, -9071.952.